ORCA calculation (ωB97M-V with the def2-TZVPD basis set) on C47H39ClNO3PdS2 as an isolated structure at a distorted geometry.

Last column: Löwdin charge in e.
CARTESIAN COORDINATES (ANGSTROEM)
Pd  -0.58194  -0.46101  1.70052  0.62
Cl  0.14361  -0.94415  5.53840  0.79
S  0.75173  1.44627  1.18077  0.95
S  -0.46909  -1.06728  -0.91501  0.94
O  -0.63282  0.35439  -1.34678  -0.49
O  1.65748  1.57599  2.35949  -0.46
O  -1.22169  1.22402  3.55352  -0.13
N  -2.76190  0.38494  1.55240  0.07
C  3.83280  0.49325  -4.42461  -0.06
C  3.28153  0.15288  -3.22532  -0.01
C  1.68629  1.83445  -0.30861  -0.26
C  -0.18452  -1.46415  -3.61445  -0.05
C  2.20847  0.82245  -1.07804  -0.14
C  -0.88915  -3.46219  -4.79391  -0.26
C  -2.59034  1.28818  3.85226  -0.17
C  3.80016  -2.46974  -0.01912  -0.15
C  -0.35246  2.85688  1.19396  -0.39
C  -2.24563  -2.02613  5.04229  -0.10
C  -1.63946  -2.78296  2.44614  -0.05
C  -0.67404  -2.00812  -2.43537  -0.37
C  2.93226  2.51082  -2.71121  -0.14
C  -2.91574  -3.02296  2.94776  -0.06
C  5.08367  -2.93470  0.35609  -0.03
C  -4.88276  0.03763  0.50005  -0.04
C  -3.04794  6.17787  1.50957  -0.04
C  -5.53281  0.41836  1.66585  -0.04
C  -2.15170  4.15269  0.30177  -0.02
C  -1.29589  3.06849  0.19447  -0.07
C  6.11849  -2.06149  0.51785  -0.06
C  2.70329  -3.36140  -0.14160  -0.01
C  -0.29372  -2.19805  -4.78417  -0.02
C  0.63867  -1.90542  2.61287  -0.05
C  -4.77535  0.80954  2.75215  -0.01
C  4.69021  -0.20657  -0.06893  0.00
C  3.52322  2.83368  -3.95996  -0.02
C  -1.01934  -4.24396  -6.07663  -0.04
C  -1.12525  4.78756  2.37046  -0.02
C  1.46694  -2.88729  -0.42680  -0.11
C  2.45552  3.51919  -1.84040  0.00
C  3.59675  -1.09149  -0.25871  -0.09
C  -3.38903  0.79274  2.66205  -0.23
C  -0.25618  3.70747  2.27852  -0.07
C  -1.39302  -3.97118  -3.59989  -0.03
C  -2.08713  5.02233  1.39202  -0.26
C  -1.29364  -3.24656  -2.41890  -0.09
C  2.29403  -0.61393  -0.65494  -0.13
C  -1.00422  -1.75039  4.52718  -0.59
C  1.82619  3.19428  -0.68024  -0.04
C  -3.50468  0.03613  0.49258  -0.12
C  5.91198  -0.67985  0.31580  -0.05
C  -0.65517  -2.13470  3.20808  -0.39
C  -3.20833  -2.65478  4.24163  -0.04
C  3.96329  1.85213  -4.79615  -0.06
C  2.81649  1.15447  -2.32888  -0.10
C  1.26301  -1.50478  -0.67527  -0.32
H  2.86377  -4.42165  0.01789  0.13
H  4.17645  -0.28163  -5.09927  0.11
H  -3.65955  -3.51882  2.33723  0.12
H  -2.84939  0.69154  4.73071  0.12
H  -5.24817  1.13411  3.67318  0.13
H  -1.05091  5.46009  3.21868  0.12
H  1.43127  -1.47365  3.20528  0.07
H  -5.43239  -0.25119  -0.38540  0.11
H  0.62559  -3.56780  -0.49877  0.11
H  7.09606  -2.42196  0.81228  0.11
H  -4.18695  -2.86537  4.65586  0.12
H  -2.46842  -1.75412  6.06663  0.12
H  3.18570  -0.89127  -2.95488  0.12
H  -2.00024  -4.07706  -6.52808  0.09
H  -1.35295  2.39793  -0.65422  0.10
H  -6.61435  0.41925  1.72024  0.12
H  6.73083  0.01125  0.47078  0.11
H  -0.26553  -3.94105  -6.80243  0.08
H  3.61076  3.87816  -4.23811  0.12
H  -1.36878  -3.12525  1.45568  0.11
H  0.08698  -1.78280  -5.71153  0.12
H  -4.01706  5.83536  1.88101  0.09
H  -2.67648  6.93576  2.19893  0.08
H  5.22469  -3.99707  0.52251  0.12
H  -2.88273  4.33160  -0.48024  0.12
H  -0.91774  -5.31471  -5.89878  0.08
H  -1.87733  -4.94213  -3.59608  0.12
H  -2.88652  2.32250  4.05112  0.13
H  2.58311  4.55900  -2.11979  0.12
H  0.50378  3.52313  3.02870  0.11
H  0.95710  -2.59477  1.84212  0.05
H  4.41249  2.10782  -5.74760  0.11
H  0.26858  -0.47832  -3.60773  0.11
H  -3.21893  6.64750  0.54043  0.08
H  -2.95897  -0.23822  -0.40129  0.08
H  4.54681  0.85695  -0.20801  0.12
H  1.44594  3.97211  -0.03300  0.12
H  -1.70430  -3.64458  -1.49590  0.11
H  -0.68336  1.14547  4.34917  0.06

Output
**Kohn-Sham gap**: 0.24734 Ha
**Lowest unoccupied orbital energy**: -0.135 Eh
**Net charge**: +1
**Highest occupied orbital energy**: -0.382 Eh
**2S+1**: 1
**E**: -3479.11504 Eh

=====

ORCA calculation (ωB97M-V with the def2-TZVPD basis set) on C49H44N5O4S4Ti as an isolated structure.

Last column: Löwdin charge in e.
CARTESIAN COORDINATES (ANGSTROEM)
Ti  0.04000  0.96201  -0.37314  0.92
S  -1.90449  -0.54963  0.39986  0.84
S  -3.76341  2.42594  -2.90114  1.16
S  0.82672  -1.56859  -0.78742  0.88
S  -0.55126  2.78365  2.39202  1.16
O  1.88251  0.84450  0.16629  -0.21
O  -0.46582  1.56144  1.43755  -0.68
O  3.13399  2.19809  -5.85075  -0.02
O  0.67649  1.00114  -2.11668  -0.22
N  -0.56439  -3.73894  -1.42682  -0.06
N  -1.78783  1.87639  -1.40954  -0.07
N  -0.08916  5.12063  -1.40314  0.22
N  -2.45471  -3.13439  0.51744  -0.06
N  0.39453  3.13874  -0.55237  0.08
C  4.18304  0.56528  0.36405  0.05
C  1.43715  4.00903  3.72662  -0.08
C  3.05966  1.22134  -1.84501  -0.09
C  1.93710  1.63383  -3.96811  0.10
C  4.29586  1.46701  -2.50037  0.03
C  0.99933  2.78196  3.25101  -0.39
C  0.51817  -4.26109  -2.28533  -0.09
C  -1.65104  3.19567  -1.78561  -0.28
C  2.99826  0.89996  -0.47736  -0.33
C  -0.46605  3.84105  -1.26231  -0.24
C  2.92202  1.68696  4.13197  -0.05
C  -5.32882  -2.38301  -0.33923  -0.04
C  1.82601  -5.35193  -0.43835  -0.04
C  -5.67224  -4.28889  1.08670  -0.04
C  1.15413  -5.47391  -1.65312  -0.23
C  3.36819  2.90740  4.63219  -0.03
C  2.30105  -7.70827  -0.46368  -0.05
C  -6.50800  -2.66896  -1.00737  -0.06
C  1.10372  5.28597  -0.71692  -0.15
C  2.39507  -6.46703  0.15521  -0.06
C  -7.27283  -3.76600  -0.62804  -0.05
C  -3.60511  -2.89669  1.41679  -0.09
C  -6.85777  -4.57215  0.42043  -0.05
C  3.33368  4.99353  0.82310  -0.05
C  -1.67582  0.92553  4.10021  -0.07
C  1.63770  -7.83209  -1.67449  -0.05
C  -2.55026  0.58250  5.11349  -0.04
C  -1.67873  -2.19410  0.05053  -0.58
C  -1.73765  -4.60527  -1.27128  -0.06
C  -2.62480  3.65971  -2.60852  -0.28
C  1.06019  -6.71626  -2.26707  -0.04
C  2.62929  4.06555  4.43349  -0.04
C  4.35449  2.45258  -6.56979  -0.01
C  1.39880  4.03318  -0.16391  -0.17
C  -4.90290  -3.19534  0.70929  -0.23
C  1.86322  1.30415  -2.63733  -0.27
C  -2.54376  3.19594  4.14796  -0.07
C  3.17499  1.88675  -4.57458  -0.24
C  4.36746  1.79830  -3.81873  0.03
C  -3.40984  2.83933  5.17341  -0.04
C  -3.40948  1.53887  5.65198  -0.03
C  1.90964  6.40361  -0.53941  0.02
C  1.72567  1.61385  3.43866  -0.07
C  3.03725  6.23290  0.23499  -0.04
C  -2.21411  -4.53799  0.15235  -0.06
C  -2.85390  1.35189  -1.95640  -0.44
C  -1.68597  2.23531  3.63351  -0.38
C  2.52895  3.88820  0.64249  -0.02
C  -0.49976  -2.60021  -0.78451  -0.61
H  -4.08199  3.57570  5.59130  0.12
H  -1.47932  -4.96925  0.83701  0.16
H  -2.53649  4.20649  3.75717  0.12
H  -8.19649  -3.98513  -1.14608  0.12
H  0.06493  -4.52101  -3.24344  0.14
H  -2.73999  4.64153  -3.03922  0.10
H  4.29760  2.95152  5.18417  0.12
H  1.03978  1.67110  -4.57071  0.15
H  -4.74183  -1.51284  -0.61634  0.09
H  1.56962  -8.79537  -2.16141  0.12
H  3.69905  7.07083  0.40453  0.12
H  2.75174  -8.57672  -0.00289  0.12
H  5.13518  0.65460  -0.14227  0.09
H  -1.00189  0.19533  3.67146  0.11
H  -0.59485  5.83945  -1.89580  0.18
H  5.32517  1.99348  -4.27556  0.12
H  4.06037  -0.46712  0.70141  0.12
H  2.74788  2.96179  1.14986  0.09
H  0.54820  -6.81471  -3.21786  0.12
H  4.21408  4.90850  1.44628  0.12
H  -4.08272  1.26251  6.45227  0.12
H  -3.47441  -3.56445  2.26991  0.14
H  1.23376  -3.45945  -2.44444  0.09
H  2.92315  -6.37035  1.09446  0.11
H  4.05072  2.66707  -7.58768  0.11
H  -1.43364  -5.62197  -1.51267  0.14
H  3.50422  0.79038  4.29921  0.12
H  -3.55464  -1.87010  1.76856  0.09
H  -3.14985  0.32588  -1.80846  0.05
H  -2.55865  -0.42804  5.49915  0.12
H  -2.52058  -4.29368  -1.96752  0.15
H  -7.45645  -5.41996  0.72438  0.12
H  -5.35597  -4.91568  1.91328  0.12
H  4.87199  3.31454  -6.15059  0.11
H  4.99786  1.57393  -6.55576  0.11
H  -6.84320  -2.03348  -1.81631  0.11
H  4.17672  1.19114  1.25814  0.09
H  5.21407  1.42110  -1.93482  0.12
H  2.98002  5.01123  4.82309  0.12
H  -3.15696  -5.07093  0.25745  0.14
H  1.36875  0.67365  3.03930  0.11
H  0.85981  4.90866  3.54609  0.12
H  1.66267  7.36037  -0.97976  0.13
H  1.91821  -4.37948  0.03536  0.10

Output
**Kohn-Sham gap**: 0.24186 Ha
**Lowest unoccupied orbital energy**: -0.314 Eh
**Net charge**: +3
**Highest occupied orbital energy**: -0.556 Eh
**2S+1**: 1
**E**: -4909.95321 Eh

=====

ORCA calculation (ωB97M-V with the def2-TZVPD basis set) on C23H19IrN2O2 as an isolated structure at a distorted geometry.

Last column: Löwdin charge in e.
CARTESIAN COORDINATES (ANGSTROEM)
Ir  1.31936  -0.68350  -1.49920  1.29
O  0.96107  -2.62070  -0.59336  -0.07
O  2.60060  0.85563  -0.26527  -0.21
N  0.31275  -0.37111  0.57626  0.02
N  0.20202  0.73812  1.15928  0.11
C  -3.26655  -2.74078  2.92352  0.02
C  -1.18714  -1.03224  -2.88338  -0.03
C  -2.97122  -0.40807  3.45007  -0.03
C  -3.67962  -1.59993  3.59617  -0.01
C  1.90519  4.41172  0.43871  0.00
C  -1.88436  -0.35267  2.60427  0.01
C  0.02690  -1.53843  -3.36690  -0.12
C  0.71577  4.29927  1.16049  -0.03
C  -0.33576  1.22184  -3.05129  -0.03
C  -2.16995  -2.71438  2.05725  -0.14
C  2.57108  3.28692  -0.02599  0.02
C  0.88110  0.73518  -3.54330  -0.11
C  -1.46647  -1.48524  1.87874  -0.08
C  1.07138  -0.65205  -3.72627  -0.21
C  0.00932  -2.67156  0.22760  -0.31
C  -1.75685  -3.88574  1.35002  0.04
C  -0.38331  -1.46291  0.95167  -0.09
C  0.80106  1.89991  0.87830  -0.18
C  -1.36608  0.34080  -2.72614  -0.03
C  4.00767  0.78850  -0.51030  -0.01
C  0.19300  3.05643  1.41028  0.03
C  2.03124  2.02051  0.15318  -0.19
C  -0.72260  -3.87378  0.47223  0.03
H  0.21797  5.18354  1.52726  0.13
H  2.32787  5.38712  0.25121  0.13
H  4.21430  -0.24840  -0.78038  0.10
H  -2.32312  0.72457  -2.40689  0.13
H  -0.43250  -4.75856  -0.07350  0.13
H  -4.54537  -1.63346  4.24064  0.12
H  -1.32495  0.56704  2.51319  0.09
H  4.31342  1.44111  -1.32863  0.11
H  -2.30417  -4.80306  1.52357  0.14
H  3.51293  3.41294  -0.53837  0.12
H  1.62198  1.42914  -3.91342  0.13
H  0.12670  -2.59461  -3.57492  0.14
H  -3.80378  -3.66859  3.05425  0.13
H  -0.71394  2.93485  1.98145  0.13
H  -3.27563  0.47233  3.99711  0.12
H  4.55706  1.03649  0.40030  0.13
H  -0.50210  2.28651  -2.99001  0.13
H  -2.00453  -1.70964  -2.68662  0.13
H  1.91825  -1.02105  -4.29289  0.13

Output
**Kohn-Sham gap (spin up / spin down)**: 0.16665 / 0.16622 Ha
**Lowest unoccupied orbital energy (spin up / spin down)**: -0.343 / -0.343 Eh
**Net charge**: +2
**Energy above the lowest of the compared OMol25 structures with the same formula, charge and spin**: 92.1 kcal/mol
**Highest occupied orbital energy (spin up / spin down)**: -0.509 / -0.510 Eh
**2S+1**: 1
**E**: -1251.41195 Eh

=====

> Among the records above, which one has the lowest E?

C49H44N5O4S4Ti